(one)
The following is a quantum chemistry calculation of a cluster of 2 separate species, C3H6NO2 in total, from the Open Molecules 2025 dataset.

Positions of all 12 atoms, in Å:
C  2.48749  1.59088  0.25875
C  1.75719  0.79561  -0.63154
N  2.02527  -0.56887  -0.87080
H  3.39804  1.36114  0.86423
H  1.97978  2.54300  0.49844
H  0.93026  1.32256  -1.17174
H  1.30696  -1.10897  -0.35437
H  1.97927  -0.89379  -1.84352
O  -3.14263  -1.20324  0.71066
C  -2.25137  -0.33530  0.44370
O  -1.00066  -0.32730  0.17095
H  -2.58470  0.69536  0.62425

The calculation puts the HOMO energy at -3.87 eV. Its orbital gap is 8.0 eV. As for the total charge: -1.

=====

(two)
The following is a quantum chemistry calculation of the ion C3H6NO2 with charge -1, from the Open Molecules 2025 dataset.

Positions of all 12 atoms, in Å:
C  0.22617  -1.58255  0.35925
N  0.62447  -0.55368  -0.56598
C  0.39501  0.82208  0.01662
C  -0.86514  1.67932  -0.45025
O  -0.73840  2.88953  -0.33748
O  -1.75858  0.89923  -0.87092
H  -0.77714  -1.44431  0.78512
H  0.41324  -2.62582  0.09797
H  0.72186  -1.44498  1.35722
H  -0.09860  -0.60859  -1.28686
H  0.52711  0.62827  1.09354
H  1.33001  1.34150  -0.19824

The calculation puts the HOMO energy at -3.94 eV. Its orbital gap is 8.2 eV. As for the total charge: -1. Its SMILES is CNCC(=O)[O-].

=====

(two) wins, 73.0 kJ/mol ahead of the next structure.

=====

(one)
The following is a quantum chemistry calculation of the ion C3H6NO2 with charge -1, from the Open Molecules 2025 dataset.

Positions of all 12 atoms, in Å:
N  -0.45624  2.26101  0.54887
C  0.83445  1.32391  0.16798
C  0.78740  -0.16723  0.62742
C  -0.16644  -1.05536  -0.43114
O  -1.28100  -0.58421  -0.63967
O  0.25690  -2.25149  -0.40833
H  -1.25054  1.61724  0.85648
H  -0.86031  2.70304  -0.30835
H  1.74750  1.86990  0.65362
H  0.66445  1.19837  -0.98174
H  1.75336  -0.69189  0.52877
H  0.59955  -0.44603  1.60760

The calculation puts the HOMO energy at -3.66 eV. Its orbital gap is 8.1 eV. As for the total charge: -1. Its SMILES is NCCC(=O)[O-].

=====

(two)
The following is a quantum chemistry calculation of a cluster of 2 separate species, C3H6NO2 in total, from the Open Molecules 2025 dataset.

Positions of all 12 atoms, in Å:
C  0.26656  -0.23960  0.18734
C  -1.30904  1.64012  0.22178
C  -0.19122  -1.42981  -0.47378
N  1.45783  0.15142  0.40502
O  2.35616  -0.75714  0.39418
O  1.75320  1.41161  0.52017
H  -1.76988  0.83230  0.75122
H  -0.50210  2.20326  0.75919
H  -1.20714  1.53761  -0.84265
H  -1.20869  -1.50342  -0.28493
H  0.29921  -2.29988  -0.03535
H  0.05511  -1.54648  -1.60218

The calculation puts the HOMO energy (alpha / beta) at -3.03 / -2.87 eV. Its orbital gap (alpha / beta) is 7.1 / 7.1 eV. As for the total charge: -1.

=====

(three)
The following is a quantum chemistry calculation of a cluster of 2 separate species, C3H6NO2 in total, from the Open Molecules 2025 dataset.

Positions of all 12 atoms, in Å:
C  2.32191  -0.69197  -0.04137
C  1.14125  -0.06379  -0.20531
N  0.71559  1.12200  -0.96416
H  3.28417  -0.30473  -0.43103
H  2.25782  -1.55049  0.49846
H  0.34117  -0.51323  0.44305
H  0.96764  0.99693  -1.92517
H  -0.32712  0.91592  -0.85418
O  -2.58945  0.15341  2.11994
C  -2.69246  0.01719  0.87470
O  -1.77706  -0.33033  0.01983
H  -3.64345  0.24909  0.46524

The calculation puts the HOMO energy at -4.42 eV. Its orbital gap is 8.5 eV. As for the total charge: -1.

=====

(four)
The following is a quantum chemistry calculation of the ion C3H6NO2 with charge -1, from the Open Molecules 2025 dataset.

Positions of all 12 atoms, in Å:
C  -0.09500  -1.52348  -0.28988
C  0.92450  -0.58928  0.31372
O  2.03615  -1.00916  0.67234
N  0.55203  0.67134  0.45167
C  -0.74307  1.48870  -0.05518
O  -1.50025  0.90081  -0.91898
H  0.09391  -2.53838  0.06048
H  -1.11457  -1.19735  -0.10369
H  -0.00130  -1.55575  -1.38085
H  1.29658  1.27808  0.76995
H  -0.21632  2.38663  -0.44519
H  -1.23268  1.68784  0.92561

The calculation puts the HOMO energy at -3.13 eV. Its orbital gap is 7.5 eV. As for the total charge: -1. Its SMILES is CC(=O)NC[O-].

=====

(four) wins, 23.4 kJ/mol ahead of the next structure.

=====

(one)
The following is a quantum chemistry calculation of a structure of composition C6H10N, from the Open Molecules 2025 dataset.

Positions of all 17 atoms, in Å:
C  -0.33961  -1.57551  0.14357
C  -1.58458  -1.70060  0.03663
C  0.92551  -1.17167  0.41137
C  1.50487  -0.20096  -0.33732
C  2.77537  0.56391  -0.04602
C  -1.69201  1.51503  0.02713
N  -2.55213  0.55222  -0.05448
H  1.36759  -1.68384  1.28104
H  -1.96633  2.56294  0.12724
H  3.30388  -0.16284  0.55711
H  2.57286  1.41154  0.55442
H  3.35131  0.97831  -0.96362
H  -0.71684  1.12140  0.01294
H  0.88380  -0.05394  -1.22066
H  -2.05760  -0.68915  0.12180
H  -3.56282  0.75075  0.01871
H  -2.21326  -2.21759  -0.66987

The calculation puts the HOMO energy (alpha / beta) at -13.98 / -13.98 eV. Its orbital gap (alpha / beta) is 8.7 / 8.7 eV. As for the total charge: +1.

=====

(two)
The following is a quantum chemistry calculation of the ion C6H10N with charge +1, from the Open Molecules 2025 dataset.

Positions of all 17 atoms, in Å:
C  1.71914  1.18266  -0.15787
C  0.79224  0.03353  -0.05561
C  1.04268  -1.38596  -0.39442
C  0.34190  -0.97317  0.98478
C  -0.66503  -0.10595  0.31751
C  -1.95992  0.48312  0.54369
N  -1.83690  -0.47105  -0.59257
H  1.26995  2.07135  0.15624
H  2.26546  1.14023  -1.13117
H  2.51494  1.13929  0.64919
H  2.07857  -1.59418  -0.36867
H  0.59766  -1.97016  -1.22459
H  0.56422  -1.48734  1.87634
H  -2.41812  0.17730  1.44079
H  -2.26457  1.52118  0.46486
H  -2.29934  -1.43833  -0.45088
H  -2.08040  -0.00516  -1.40691

The calculation puts the HOMO energy at -14.24 eV. Its orbital gap is 11.0 eV. As for the total charge: +1. Its SMILES is C[C@@]12C[C@@H]1[C@@]21C[NH2+]1.

=====

(three)
The following is a quantum chemistry calculation of a structure of composition C6H10N, from the Open Molecules 2025 dataset.

Positions of all 17 atoms, in Å:
C  -0.86781  -0.07269  0.94674
C  -0.22409  0.97576  1.51808
C  1.26832  1.07868  1.78769
C  0.88967  1.05603  0.36392
C  -1.07195  0.19133  -1.39612
C  0.34169  -1.68007  -0.60527
N  -0.15713  -0.32634  -0.34057
H  -1.78241  -0.48071  1.05216
H  1.42854  2.11356  2.06387
H  1.84908  0.41987  2.40259
H  1.00959  1.72024  -0.43499
H  -0.53619  0.35571  -2.42134
H  -1.97752  -0.43627  -1.57889
H  -1.69431  1.09042  -1.17840
H  -0.47871  -2.40799  -0.56503
H  0.86518  -1.52095  -1.63125
H  1.13805  -2.07659  0.01683

The calculation puts the HOMO energy (alpha / beta) at -13.67 / -13.67 eV. Its orbital gap (alpha / beta) is 8.7 / 8.7 eV. As for the total charge: +1.

=====

(four)
The following is a quantum chemistry calculation of the ion C6H10N with charge +1, from the Open Molecules 2025 dataset.

Positions of all 17 atoms, in Å:
C  2.05697  0.79157  0.11358
N  0.65336  0.35062  -0.08384
C  0.49030  -1.07446  -0.18765
C  -0.25730  1.25917  -0.10262
C  -1.59910  0.77495  0.01044
C  -1.73994  -0.48716  0.41634
C  -2.93607  0.09824  -0.21304
H  2.47713  0.19627  0.77923
H  2.55954  0.82031  -0.76156
H  2.20761  1.75923  0.38211
H  1.52650  -1.34892  -0.66412
H  0.49777  -1.41035  0.75868
H  -0.19273  -1.47510  -0.90677
H  -0.17648  2.36214  -0.19822
H  -1.73287  -1.30801  1.14251
H  -3.73518  0.50123  0.44472
H  -3.31138  -0.14413  -1.14963

The calculation puts the HOMO energy at -13.88 eV. Its orbital gap is 8.8 eV. As for the total charge: +1. Its SMILES is C[N+](C)=CC1=CC1.

=====

(two) wins, 76.6 kJ/mol ahead of the next structure.

=====

(one)
The following is a quantum chemistry calculation of the ion C6H10N with charge +1, from the Open Molecules 2025 dataset.

Positions of all 17 atoms, in Å:
C  -2.00627  -0.36686  -0.12344
C  1.04265  -0.06342  0.05478
C  -1.38971  0.83862  0.62661
C  0.11945  1.14458  0.25869
C  1.95355  -1.07038  0.45616
C  0.75546  0.76349  -1.09041
N  -1.17254  -1.24287  -0.45851
H  -3.15755  -0.25912  -0.12159
H  -1.97834  1.69088  0.54566
H  -1.46676  0.50580  1.62478
H  0.32888  1.82841  1.00212
H  2.95854  -0.46838  0.50062
H  2.08906  -1.68977  -0.43561
H  1.76218  -1.45463  1.38844
H  1.44801  1.51974  -1.43132
H  0.23618  0.46037  -1.96430
H  -1.52280  -2.13647  -0.83270

The calculation puts the HOMO energy at -14.66 eV. Its orbital gap is 9.2 eV. As for the total charge: +1.

=====

(two)
The following is a quantum chemistry calculation of the ion C6H10N with charge +1, from the Open Molecules 2025 dataset.

Positions of all 17 atoms, in Å:
C  -1.08859  0.25010  1.72104
N  -0.91619  -0.09894  0.30848
C  -0.13097  -1.28704  -0.01952
C  1.10093  -0.44558  -1.05787
C  0.36726  0.41147  -1.94958
C  0.11598  0.80524  -0.47901
C  1.62919  0.50024  -0.09975
H  -0.06788  0.08538  2.08067
H  -1.57569  1.19327  2.01849
H  -1.78515  -0.48525  2.24924
H  -1.76738  -0.01149  -0.29315
H  -0.66487  -1.94805  -0.71520
H  0.32465  -1.73428  0.90535
H  0.85375  1.23069  -2.51518
H  -0.50044  0.12237  -2.69576
H  1.72526  0.18054  0.98472
H  2.38014  1.23133  -0.44298

The calculation puts the HOMO energy at -14.00 eV. Its orbital gap is 10.8 eV. As for the total charge: +1. Its SMILES is C[N@@H+]1C[C@]23C[C@]12C3.

=====

(one) wins, 105.2 kJ/mol ahead of the next structure.